No. 1
Density functional theory data (wB97M-V/def2-TZVPD) for an isolated molecule of C2H3FO2S.

Structure (ORCA input):
```
! RIJCOSX wB97M-V def2-TZVPD def2/J DEFGRID3
* xyz 0 1
S 1.078 -0.170 -0.104
F -0.541 1.797 0.182
O 1.597 -1.220 0.724
O 1.938 0.686 -0.856
C -0.595 -0.492 -0.555
C -0.427 0.579 0.556
H -0.976 -1.381 -0.094
H -1.012 0.409 1.571
H -1.062 -0.208 -1.423
*
```

Energy relative to the best compared isomer or geometry (same formula, charge and spin) ... 2.834 eV
HOMO-LUMO gap ... 10.8 eV
LUMO level ... 0.54 eV
E ... -726.42795 hartree
SMILES string ... O=S1(=O)C[C@@H]1F

No. 2
Density functional theory data (wB97M-V/def2-TZVPD) for a cluster of 3 separate species, C18H14FN5O6S in total.

Structure (ORCA input):
```
! RIJCOSX wB97M-V def2-TZVPD def2/J DEFGRID3
* xyz 0 1
S 1.838 2.645 -1.430
F -1.726 3.523 1.676
O -0.825 -0.365 -0.928
O 1.963 -3.399 -0.252
O -1.764 5.061 -1.126
O 1.475 -1.301 -0.276
O -2.273 0.722 -2.088
O -2.712 1.677 0.902
N 0.414 6.643 1.513
N -1.741 -0.316 -1.721
N -1.264 2.901 -0.428
N 1.892 -2.305 0.275
N 0.772 2.039 2.014
C -2.243 -1.578 -2.287
C -2.131 -3.949 -2.406
C -3.171 -3.935 -3.327
C -2.015 2.600 0.708
C -3.277 -1.536 -3.203
C 2.219 -0.961 2.302
C -0.992 4.298 -0.638
C 0.444 4.741 -0.292
C 2.865 -3.298 2.309
C 2.637 -0.845 3.618
C -1.656 -2.761 -1.875
C 3.283 -3.168 3.623
C 2.341 -2.186 1.676
C -3.741 -2.732 -3.725
C 0.427 5.821 0.721
C 3.169 -1.946 4.276
C 1.088 2.747 1.174
C 1.468 3.632 0.070
H 1.788 -0.122 1.781
H 2.943 -4.238 1.782
H -3.707 -0.590 -3.496
H 0.812 5.180 -1.235
H 1.451 1.464 -0.935
H -3.539 -4.866 -3.736
H 2.538 0.106 4.124
H 3.492 -1.854 5.305
H 2.403 4.129 0.367
H 3.697 -4.024 4.139
H -1.688 -4.886 -2.099
H -4.549 -2.724 -4.443
H -1.701 2.470 -1.245
H -0.847 -2.746 -1.160
*
```

HOMO-LUMO gap ... 9.4 eV
LUMO level ... -0.69 eV
E ... -1917.40815 hartree
SMILES string ... N#C[C@@H](S)[C@H](C#N)C(=O)NC(=O)F.O=[N+]([O-])c1ccccc1.O=[N+]([O-])c1ccccc1

No. 3
Density functional theory data (wB97M-V/def2-TZVPD) for the ion C7H10N with charge +1.

Structure (ORCA input):
```
! RIJCOSX wB97M-V def2-TZVPD def2/J DEFGRID3
* xyz 1 1
N 1.305 -0.672 -0.163
C -1.098 0.103 -1.095
C -1.104 -0.217 1.053
C 1.825 -1.803 0.226
C 0.036 -0.032 -0.064
C 1.342 0.679 -0.045
C 2.254 1.585 -0.054
C -2.044 0.527 0.109
H -0.947 0.360 1.972
H -0.971 0.853 -1.875
H -1.901 1.567 0.046
H 1.170 -2.628 0.330
H -3.180 0.205 0.013
H 3.242 1.214 -0.205
H -1.387 -0.861 -1.606
H 2.835 -1.760 0.590
H 2.006 2.618 0.021
H -1.163 -1.263 1.273
*
```

Energy relative to the best compared isomer or geometry (same formula, charge and spin) ... 3.619 eV
HOMO-LUMO gap ... 9.3 eV
LUMO level ... -5.68 eV
E ... -327.06801 hartree
SMILES string ... C=C1[N+](=C)C12CCC2

No. 4
Density functional theory data (wB97M-V/def2-TZVPD) for a structure of composition C3H5O2.

Structure (ORCA input):
```
! RIJCOSX wB97M-V def2-TZVPD def2/J DEFGRID3
* xyz -1 1
O 2.501 0.050 -1.272
O 2.902 -1.770 -0.015
C 0.684 -0.496 0.604
C 2.301 -0.854 -0.435
C -0.011 0.601 -0.211
H -0.921 0.315 -0.851
H -0.547 1.221 0.467
H 0.149 -1.436 0.588
H 0.785 1.029 -0.761
H 0.901 -0.190 1.551
*
```

Energy relative to the best compared isomer or geometry (same formula, charge and spin) ... 1.360 eV
HOMO-LUMO gap ... 7.7 eV
LUMO level ... 4.64 eV
E ... -267.79845 hartree

No. 5
Density functional theory data (wB97M-V/def2-TZVPD) for an isolated molecule of C5H10N2O.

Structure (ORCA input):
```
! RIJCOSX wB97M-V def2-TZVPD def2/J DEFGRID3
* xyz 0 1
O -2.505 0.740 1.466
N 1.483 2.239 0.330
N -1.440 1.284 0.634
C 0.586 1.560 0.782
C 1.554 -1.161 -0.237
C -0.358 0.494 0.823
C -0.832 -1.148 -1.169
C 0.364 -0.367 -0.703
H -1.091 -1.942 -0.467
H 2.030 -1.658 -1.088
H -3.254 1.305 1.247
H -0.613 -1.604 -2.141
H 0.630 0.433 -1.392
H -0.284 -0.241 1.622
H 2.304 -0.527 0.241
H 1.256 -1.941 0.466
H -1.697 -0.492 -1.263
H 1.866 3.025 0.850
*
```

Energy relative to the best compared isomer or geometry (same formula, charge and spin) ... 6.914 eV
HOMO-LUMO gap (spin up / spin down) ... 5.9 / 5.9 eV
LUMO level (spin up / spin down) ... -0.32 / -0.26 eV
E ... -381.03134 hartree

No. 6
Density functional theory data (wB97M-V/def2-TZVPD) for a structure of composition C37H45F6N10O3SbTeTi.

Structure (ORCA input):
```
! RIJCOSX wB97M-V def2-TZVPD def2/J DEFGRID3
* xyz 1 2
Te 3.076 -1.448 1.158
Sb -3.231 0.174 -2.299
Ti 0.462 0.897 -0.035
F -4.082 1.763 -1.536
F -0.403 -0.536 -0.657
F -4.827 -0.360 -3.116
F -2.540 1.253 -3.665
F 0.711 1.559 -1.677
F -2.286 -1.379 -2.916
O 0.815 -1.385 2.787
O 0.074 0.438 1.770
O 4.165 1.325 -0.313
N -2.138 2.497 1.039
N 4.257 6.333 0.481
N -1.296 2.260 0.027
N 2.323 -0.028 -0.030
N -1.491 3.054 -0.972
N -2.312 -0.714 1.351
N 4.656 4.129 -0.051
N 2.553 4.866 0.723
N 1.375 2.724 0.657
N -2.481 3.841 -0.615
C 6.078 -1.273 0.223
C 7.120 -1.728 -0.578
C 3.298 1.596 2.873
C -0.078 -0.785 2.213
C 3.213 -3.303 -1.352
C 5.082 -1.727 4.913
C 3.966 -0.858 2.988
C 4.529 -1.953 3.662
C 5.068 -0.469 5.508
C 3.276 0.653 -0.808
C -1.444 6.560 -0.475
C 5.655 -3.140 -1.818
C 4.576 -3.348 3.088
C -2.876 3.493 0.618
C -2.001 5.996 -1.779
C 4.482 0.578 4.815
C -0.882 5.585 -2.733
C -1.473 -2.864 2.019
C 1.992 3.707 0.645
C -2.562 -3.495 1.494
C -1.382 -1.461 1.879
C 8.097 -3.108 -2.434
C 6.406 -0.247 1.275
C 6.937 -2.660 -1.591
C 3.817 5.071 0.379
C -3.562 -2.729 0.853
C 3.192 0.471 -2.299
C -4.690 -3.296 0.207
C 5.656 -0.269 6.876
C 4.799 -1.801 -0.014
C -3.405 -1.328 0.847
C -3.003 4.869 -1.518
C -5.613 -2.502 -0.413
C 3.920 0.411 3.552
C -4.400 -0.515 0.236
C -5.476 -1.097 -0.390
C 4.576 -2.732 -1.043
H -4.312 0.558 0.342
H -6.461 -2.946 -0.916
H 5.605 4.363 -0.286
H -2.593 6.775 -2.268
H -4.802 -4.373 0.203
H 5.201 6.593 0.266
H 8.952 -3.371 -1.812
H 3.613 7.033 0.802
H 5.215 -3.406 2.203
H -6.227 -0.478 -0.863
H 3.920 2.482 3.013
H -0.884 7.474 -0.668
H -3.676 3.966 1.160
H 7.836 -3.971 -3.043
H -2.236 6.801 0.238
H 5.044 -0.765 7.632
H 8.114 -1.329 -0.404
H 4.977 -4.040 3.826
H 4.395 3.147 -0.097
H 5.715 0.787 7.132
H -0.667 -3.401 2.497
H 2.452 -2.526 -1.465
H 6.658 -0.694 6.937
H -3.303 4.363 -2.434
H 7.318 0.277 0.993
H 2.874 -3.990 -0.572
H 4.457 1.565 5.264
H 3.240 1.437 -2.799
H -0.232 6.439 -2.929
H -2.663 -4.572 1.541
H -0.760 5.852 0.000
H 3.582 -3.716 2.816
H 6.576 -0.711 2.248
H 2.313 1.806 3.293
H 5.613 0.488 1.381
H 5.486 -3.855 -2.615
H 3.173 1.441 1.806
H -1.282 5.239 -3.688
H 4.084 -0.099 -2.576
H 2.301 -0.064 -2.608
H 5.529 -2.561 5.442
H 8.415 -2.307 -3.104
H -3.895 5.258 -1.029
H -0.274 4.783 -2.316
H 3.245 -3.862 -2.285
*
```

Energy relative to the best compared isomer or geometry (same formula, charge and spin) ... 2.667 eV
HOMO-LUMO gap (spin up / spin down) ... 8.0 / 6.3 eV
<S²> ... 0.76
LUMO level (spin up / spin down) ... -2.84 / -4.79 eV
E ... -4167.21590 hartree

Which of these has the highest E?
C3H5O2